[1]
DFT (ωB97M-V with the def2-TZVPD basis set) results for a molecular structure, C43H43N4P2SiW.

```
94
Properties=species:S:1:pos:R:3:lowdin_spin:R:1
W 0.321 0.163 0.033 1.05
C 0.100 -1.993 3.175 0.01
Si -0.025 -2.174 1.317 0.05
C 1.414 -3.311 0.903 0.05
C 1.585 -4.574 1.447 0.00
C 2.726 -5.322 1.145 0.08
C 3.728 -4.811 0.319 0.00
C 3.602 -3.551 -0.220 0.04
C 2.440 -2.806 0.073 0.05
P 2.199 -1.175 -0.479 0.23
C 3.392 -0.805 -1.746 0.03
C 3.434 -1.612 -2.891 0.01
C 4.371 -1.344 -3.875 0.00
C 5.274 -0.299 -3.710 0.00
C 5.242 0.491 -2.567 0.00
C 4.293 0.251 -1.587 0.01
C 0.477 0.446 -1.981 0.02
C 1.307 1.578 -1.906 0.08
C 1.455 2.448 -2.976 0.00
C 0.871 2.096 -4.187 0.08
C 0.159 0.899 -4.314 -0.01
C -0.058 0.079 -3.222 0.06
C -1.691 -2.889 0.872 0.00
C -2.095 -4.146 1.333 0.00
C -3.403 -4.573 1.163 0.00
C -4.340 -3.744 0.557 0.00
C -3.965 -2.496 0.093 0.00
C -2.637 -2.086 0.232 0.00
P -2.139 -0.442 -0.299 0.04
C -2.807 -0.110 -1.939 0.02
C -2.766 1.180 -2.472 0.00
C -3.277 1.427 -3.734 0.00
C -3.798 0.384 -4.490 0.00
C -3.793 -0.910 -3.988 0.00
C -3.302 -1.161 -2.715 0.00
C -2.894 0.693 0.906 0.00
C -2.796 0.306 2.250 0.00
C -3.343 1.095 3.250 0.00
C -3.990 2.280 2.918 0.00
C -4.116 2.654 1.586 0.00
C -3.580 1.866 0.578 0.00
H -0.066 -3.008 3.553 0.00
H -0.632 -1.352 3.662 0.00
H 1.101 -1.701 3.496 0.00
H 0.843 -4.999 2.110 0.00
H 2.837 -6.312 1.568 0.00
H 4.611 -5.402 0.114 0.00
H 4.388 -3.142 -0.839 0.00
H 2.739 -2.434 -3.011 0.00
H 4.404 -1.956 -4.766 0.00
H 6.015 -0.105 -4.474 0.00
H 5.961 1.289 -2.437 0.00
H 4.280 0.860 -0.690 0.00
H 1.934 1.752 -1.030 0.01
H 2.074 3.331 -2.894 0.00
H 1.000 2.736 -5.050 0.00
H -0.253 0.622 -5.276 0.00
H -0.649 -0.820 -3.332 0.00
H -1.394 -4.800 1.837 0.00
H -3.699 -5.551 1.520 0.00
H -5.366 -4.072 0.451 0.00
H -4.698 -1.847 -0.370 0.00
H -2.309 1.995 -1.922 0.00
H -3.263 2.432 -4.134 0.00
H -4.200 0.580 -5.475 0.00
H -4.183 -1.726 -4.581 0.00
H -3.306 -2.173 -2.334 0.00
H -2.358 -0.650 2.503 0.00
H -3.291 0.771 4.282 0.00
H -4.426 2.895 3.695 0.00
H -4.660 3.553 1.327 0.00
H -3.739 2.152 -0.449 0.00
C -0.226 2.909 1.285 0.00
N 0.842 1.779 1.361 0.01
C 0.762 1.214 2.798 0.01
N 0.931 2.233 3.785 0.00
C -0.108 3.257 3.628 0.00
N -0.013 3.883 2.305 0.00
C 1.311 4.495 2.158 0.00
N 2.355 3.472 2.304 0.00
C 2.214 2.495 1.282 0.01
C 2.249 2.854 3.628 0.00
H -1.204 2.447 1.411 0.00
H -0.135 3.362 0.295 0.00
H 1.554 0.468 2.889 0.01
H -0.217 0.748 2.909 0.00
H 0.020 4.019 4.394 0.00
H -1.091 2.800 3.742 0.00
H 1.441 5.255 2.925 0.00
H 1.394 4.968 1.179 0.00
H 2.979 1.720 1.365 0.00
H 2.265 2.986 0.311 0.00
H 2.382 3.616 4.394 0.00
H 3.028 2.100 3.746 0.00
```

Calculated values
Charge: +3
Frontier orbital gap (alpha / beta), Eh: 0.23645 / 0.19998
Spin multiplicity: 3
Lowest unoccupied orbital energy (alpha / beta), eV: -9.7549 / -11.1908
<S²>: 2.038



[2]
DFT (ωB97M-V with the def2-TZVPD basis set) results for 6 unconnected molecules or ions with the total composition C28H50F9N2O12S6 in a non-equilibrium geometry.

```
107
Properties=species:S:1:pos:R:3:mulliken_charge:R:1
C -0.386 -3.284 0.394 -0.82
C 0.219 -4.682 0.537 -0.87
C -0.853 -5.677 0.995 -0.38
N -1.510 -6.191 -0.239 -0.08
S -2.919 -7.089 0.048 0.58
C -3.141 -7.392 1.820 -0.61
O -2.147 -8.227 2.341 -0.23
N -2.011 -8.065 3.787 0.19
O -0.999 -7.598 4.029 -0.17
C -2.733 -8.763 -0.727 0.55
F -3.784 -8.866 -1.496 -0.24
F -2.793 -9.734 0.132 -0.26
C -1.491 -8.904 -1.654 0.48
F -1.727 -9.988 -2.355 -0.28
F -1.434 -7.913 -2.511 -0.30
C -0.154 -9.138 -0.878 0.70
F 0.046 -10.430 -0.832 -0.29
F -0.225 -8.715 0.377 -0.22
C 1.103 -8.502 -1.537 0.54
F 1.192 -7.249 -1.207 -0.17
F 1.140 -8.677 -2.811 -0.26
F 2.145 -9.107 -1.020 -0.27
H 0.319 -2.562 -0.009 0.18
H -0.796 -2.941 1.336 0.40
H -1.241 -3.372 -0.276 0.15
H 1.019 -4.702 1.268 0.44
H 0.601 -4.971 -0.435 0.27
H -0.368 -6.514 1.477 0.34
H -1.522 -5.121 1.648 0.38
H -1.893 -5.372 -0.723 0.29
H -4.121 -7.866 1.891 0.63
H -3.190 -6.441 2.345 0.44
C 1.533 2.505 0.853 -0.10
C 0.595 2.828 -0.312 -0.54
C 0.298 1.509 -1.041 -0.99
S 0.451 0.213 0.192 1.44
O 1.570 -0.636 -0.156 -0.74
O -0.857 -0.340 0.472 -0.68
C 0.939 1.281 1.537 -0.14
H 1.621 3.340 1.540 0.12
H 2.531 2.274 0.472 0.17
H -0.334 3.252 0.078 0.27
H 1.030 3.562 -0.988 0.40
H -0.707 1.487 -1.455 0.41
H 1.028 1.310 -1.824 0.42
H 1.642 0.759 2.177 -0.56
H 0.040 1.540 2.098 0.49
C 2.626 8.450 2.122 -0.59
C 1.213 8.796 1.633 -0.75
C 0.691 7.586 0.848 -0.17
S 1.515 6.153 1.538 1.40
O 2.372 5.578 0.530 -0.66
O 0.557 5.345 2.260 -0.74
C 2.531 7.045 2.708 -0.90
H 2.986 9.166 2.860 0.37
H 3.320 8.456 1.279 0.30
H 0.568 8.987 2.493 0.30
H 1.209 9.694 1.015 0.36
H -0.385 7.464 0.956 0.47
H 0.954 7.642 -0.210 -0.01
H 3.494 6.549 2.808 0.42
H 2.008 7.049 3.664 0.37
C 4.555 -0.450 2.730 -0.42
C 6.026 -0.499 3.163 -0.75
C 6.337 0.819 3.885 -0.68
S 4.786 1.376 4.601 1.17
O 4.393 2.603 3.955 -0.60
O 4.849 1.264 6.034 -0.71
C 3.782 0.046 3.948 -0.58
H 4.196 -1.423 2.398 0.46
H 4.437 0.252 1.901 0.17
H 6.177 -1.338 3.846 0.32
H 6.692 -0.646 2.314 0.35
H 7.066 0.689 4.681 0.37
H 6.677 1.586 3.193 0.37
H 2.793 0.422 3.710 0.20
H 3.714 -0.725 4.715 0.35
C -6.062 -1.723 -1.551 -0.60
C -6.732 -2.966 -2.153 -0.60
C -5.619 -3.964 -2.498 -0.73
S -4.280 -3.626 -1.353 1.28
O -3.137 -3.155 -2.090 -0.73
O -4.145 -4.737 -0.418 -0.74
C -5.056 -2.245 -0.530 -0.76
H -6.788 -1.057 -1.087 0.36
H -5.544 -1.165 -2.333 0.29
H -7.408 -3.407 -1.419 0.30
H -7.321 -2.720 -3.034 0.34
H -5.941 -4.996 -2.376 0.32
H -5.236 -3.812 -3.505 0.41
H -4.297 -1.516 -0.251 0.35
H -5.556 -2.627 0.360 0.41
C -0.532 9.385 -4.586 -0.58
C 0.593 8.949 -5.533 -0.59
C 1.519 8.012 -4.746 -0.70
S 0.494 7.232 -3.496 1.08
O 0.944 7.664 -2.193 -0.68
O 0.329 5.836 -3.805 -0.72
C -1.012 8.111 -3.896 -0.70
H -1.343 9.878 -5.119 0.36
H -0.141 10.085 -3.844 0.28
H 0.166 8.415 -6.384 0.30
H 1.143 9.803 -5.926 0.32
H 1.954 7.241 -5.376 0.34
H 2.307 8.561 -4.234 0.37
H -1.580 8.296 -2.987 0.39
H -1.587 7.484 -4.577 0.35
```

Calculated values
Charge: +1
Frontier orbital gap, Eh: 0.28860
Lowest unoccupied orbital energy, eV: -3.5347



[3]
DFT (ωB97M-V with the def2-TZVPD basis set) results for 5 unconnected molecules or ions with the total composition C15H39N3O14P2 in a non-equilibrium geometry.

```
73
Properties=species:S:1:pos:R:3:lowdin_spin:R:1
C -2.821 -3.718 2.288 0.00
N -2.648 -5.049 2.847 0.00
O -2.040 -5.156 3.878 0.00
O -3.112 -5.994 2.172 0.00
H -2.190 -2.926 2.691 0.00
H -3.860 -3.463 2.494 0.00
H -2.566 -3.725 1.228 0.00
C -3.326 2.287 -2.550 0.00
N -3.006 2.000 -1.141 0.00
O -2.032 2.610 -0.747 0.00
O -3.707 1.379 -0.326 0.00
H -3.582 3.346 -2.519 0.00
H -4.046 1.516 -2.823 0.00
H -2.383 2.298 -3.097 0.00
C -1.556 -1.501 -1.131 0.00
N -0.451 -1.386 -0.104 0.00
O 0.412 -0.497 -0.362 0.00
O -0.412 -2.020 0.903 0.00
H -1.323 -1.065 -2.103 0.00
H -2.376 -1.123 -0.521 0.00
H -1.678 -2.574 -1.274 0.00
C 2.262 -1.351 6.174 0.03
C 1.235 -1.810 5.105 0.03
O 0.474 -0.813 4.449 0.27
P -0.919 -0.124 4.990 -0.01
O -0.910 0.523 6.295 0.41
O -1.275 0.809 3.720 0.09
C -0.674 2.049 3.369 0.02
C 0.492 1.559 2.429 0.02
O -2.018 -1.311 4.852 0.07
C -2.520 -2.157 5.896 0.01
C -3.842 -1.567 6.298 0.01
H 3.063 -0.713 5.801 0.00
H 1.665 -0.966 7.001 0.00
H 2.844 -2.156 6.623 0.00
H 1.561 -2.299 4.188 0.02
H 0.525 -2.548 5.479 0.00
H -1.422 2.707 2.928 0.00
H -0.205 2.587 4.193 0.01
H -0.052 1.014 1.658 0.00
H 1.065 2.390 2.018 0.00
H 1.274 0.959 2.894 0.00
H -2.592 -3.163 5.483 0.00
H -1.796 -2.248 6.706 0.00
H -3.843 -0.523 6.609 0.00
H -4.662 -1.772 5.609 0.00
H -4.226 -2.042 7.201 0.00
C 3.171 1.008 -1.750 0.00
C 1.948 1.446 -2.564 0.00
O 1.795 0.391 -3.511 0.00
P 1.930 0.698 -5.127 0.00
O 2.139 -0.458 -6.039 0.00
O 3.049 1.921 -5.250 0.00
C 4.334 1.574 -5.647 0.00
C 5.482 2.369 -5.148 0.00
O 0.584 1.494 -5.417 0.00
C 0.229 2.119 -6.636 0.00
C -0.340 0.992 -7.522 0.00
H 3.042 0.020 -1.310 0.00
H 4.026 0.957 -2.424 0.00
H 3.479 1.657 -0.930 0.00
H 1.114 1.400 -1.864 0.00
H 1.868 2.416 -3.054 0.00
H 4.383 0.620 -5.122 0.00
H 4.478 1.584 -6.727 0.00
H 6.456 2.242 -5.619 0.00
H 5.325 3.351 -5.596 0.00
H 5.543 2.513 -4.070 0.00
H -0.486 2.889 -6.344 0.00
H 1.134 2.646 -6.938 0.00
H -0.715 1.248 -8.513 0.00
H 0.367 0.171 -7.637 0.00
H -1.135 0.455 -7.005 0.00
```

Calculated values
Charge: +1
Frontier orbital gap (alpha / beta), Eh: 0.35455 / 0.09167
Spin multiplicity: 2
Lowest unoccupied orbital energy (alpha / beta), eV: -2.4653 / -9.6185
<S²>: 0.762



[4]
DFT (ωB97M-V with the def2-TZVPD basis set) results for a gas-phase ion, CH5BrN (charge +1) in a non-equilibrium geometry.

```
8
Properties=species:S:1:pos:R:3:nbo_charge:R:1
N 0.538 -0.131 -0.138 -0.71
C -0.796 -0.476 0.521 -0.29
Br -1.000 -2.352 -0.039 0.11
H 1.284 -0.068 0.630 0.46
H 0.885 -0.579 -0.971 0.47
H 0.429 0.882 -0.400 0.45
H -0.619 -0.415 1.591 0.25
H -1.603 0.226 0.205 0.26
```

Calculated values
Charge: +1
Frontier orbital gap, Eh: 0.40694
Lowest unoccupied orbital energy, eV: -4.3493
ΔE to the lowest compared entry with this formula, charge and spin, eV: 0.000
SMILES string: [NH3+]CBr